Entry 1:
ORCA calculation (ωB97M-V with the def2-TZVPD basis set) on one molecule with the formula C20H24F2N2O4.

Atoms and positions in Å:
1 F 3.836 -1.877 1.107
2 F 3.616 -0.404 -0.467
3 O -1.808 -1.028 -2.481
4 O 1.830 -0.294 1.337
5 O 1.217 4.184 0.450
6 O 2.439 -2.324 -0.609
7 N -3.554 -0.558 0.587
8 N -1.903 1.501 0.061
9 C -4.918 -0.429 1.068
10 C 1.235 3.245 -0.326
11 C 0.841 -1.106 0.888
12 C -0.165 1.258 -1.329
13 C -1.035 2.462 0.388
14 C 1.169 -2.085 -0.060
15 C 0.687 0.713 -2.416
16 C 0.080 2.356 -0.460
17 C 2.461 2.946 -1.146
18 C 0.194 -2.937 -0.548
19 C -1.321 3.433 1.471
20 C 1.556 0.638 2.353
21 C -3.516 -0.660 -0.868
22 C -1.116 -2.831 -0.127
23 C -1.468 -1.859 0.796
24 C -2.898 -1.698 1.233
25 C -1.412 0.742 -0.979
26 C -2.156 -0.372 -1.515
27 C -0.484 -1.024 1.307
28 C 3.568 -1.739 -0.212
29 H -3.846 -1.648 -1.224
30 H -4.904 -0.309 2.151
31 H -1.860 -3.498 -0.531
32 H -0.763 -0.279 2.035
33 H -5.377 0.455 0.627
34 H 0.836 1.391 2.021
35 H -2.738 1.218 0.563
36 H 1.655 0.402 -2.030
37 H -1.611 4.392 1.041
38 H -5.539 -1.302 0.824
39 H 0.856 1.462 -3.189
40 H 2.509 1.121 2.562
41 H -2.126 3.071 2.107
42 H -0.427 3.619 2.063
43 H 1.191 0.144 3.259
44 H 0.192 -0.144 -2.862
45 H -2.936 -1.517 2.312
46 H 2.228 2.975 -2.206
47 H 4.399 -2.203 -0.773
48 H 2.838 1.957 -0.899
49 H -4.206 0.085 -1.279
50 H -3.448 -2.629 1.020
51 H 0.487 -3.677 -1.274
52 H 3.224 3.687 -0.922

Properties
Orbital gap = 8.7 eV
Highest occupied orbital energy = -8.2 eV
Calculated total energy = -37734.6282 eV
Structure (SMILES) = COc1cc(CN(C)CC(=O)c2[nH]c(C)c(C(C)=O)c2C)ccc1OC(F)F
Multiplicity = 1


Entry 2:
ORCA calculation (ωB97M-V with the def2-TZVPD basis set) on a 2-piece molecular cluster, C20H24F3N2O6 overall.

Atoms and positions in Å:
1 F -2.099 3.293 0.287
2 F -3.467 1.554 -0.597
3 F -3.016 1.478 1.741
4 O -1.264 0.704 -1.460
5 O 4.137 -1.630 1.101
6 O 0.391 -2.509 3.703
7 O 4.827 -2.891 -0.957
8 O 0.986 -1.919 0.275
9 O 1.621 -0.298 -1.431
10 N 2.754 1.567 0.682
11 N -1.799 -2.098 2.566
12 C -0.473 -1.632 3.123
13 C -3.555 -1.806 -4.757
14 C -4.167 -0.927 -2.592
15 C -4.372 -2.915 -4.538
16 C 4.091 -2.752 0.148
17 C 4.050 0.997 1.150
18 C -3.451 -0.813 -3.783
19 C -2.407 1.837 0.442
20 C 2.192 5.268 -0.563
21 C 1.484 0.203 2.440
22 C 4.587 -0.384 0.465
23 C 2.676 2.933 1.396
24 C -1.109 0.864 0.026
25 C 1.524 0.738 0.911
26 C -5.080 -3.033 -3.342
27 C 1.355 -0.558 -0.134
28 C 2.493 4.193 0.312
29 C -4.980 -2.038 -2.370
30 C 0.040 -0.039 3.137
31 C 0.224 1.696 0.466
32 H 4.209 -0.371 -0.666
33 H -4.090 -0.150 -1.835
34 H 3.274 -3.594 0.356
35 H 1.874 2.957 2.260
36 H 4.894 1.792 0.851
37 H -1.077 -0.284 -1.621
38 H 2.049 -0.850 2.452
39 H 0.183 0.196 4.301
40 H -2.529 -1.386 2.786
41 H -2.813 0.050 -3.954
42 H -4.456 -3.687 -5.298
43 H -0.841 0.642 2.792
44 H 4.169 0.898 2.334
45 H 5.772 -0.323 0.387
46 H -0.041 2.307 1.442
47 H -1.295 -0.141 0.611
48 H -5.534 -2.129 -1.440
49 H -1.684 -2.260 1.541
50 H -2.999 -1.716 -5.687
51 H 2.137 6.383 -0.983
52 H -5.712 -3.900 -3.169
53 H 0.500 2.403 -0.455
54 H 3.696 3.202 1.957
55 H 2.121 0.878 3.191

Properties
Orbital gap = 8.0 eV
Net charge = -1
Highest occupied orbital energy = -5.4 eV
Calculated total energy = -44535.6439 eV
Multiplicity = 1


Entry 3:
ORCA calculation (ωB97M-V with the def2-TZVPD basis set) on one molecule with the formula C20H24FN3O3S.

Atoms and positions in Å:
1 S 2.622 2.088 0.697
2 F -2.106 -5.489 -1.526
3 O 3.284 3.117 1.443
4 O 2.706 0.755 1.222
5 O 0.798 0.472 -1.224
6 N 0.974 2.451 0.612
7 N -1.943 -3.233 0.123
8 N -0.177 -0.997 0.163
9 C -2.147 -2.126 1.024
10 C -1.316 -7.140 1.582
11 C -1.693 -4.505 0.616
12 C -0.832 -1.406 1.384
13 C -1.295 -2.776 -1.091
14 C -0.911 4.452 -1.865
15 C 0.565 3.480 -0.241
16 C -1.594 -6.920 0.245
17 C -0.551 3.381 -1.065
18 C -1.243 -6.055 2.436
19 C -0.171 5.618 -1.862
20 C 1.303 4.663 -0.237
21 C 0.278 0.229 -0.148
22 C 3.252 2.128 -0.995
23 C -1.788 -5.634 -0.212
24 C 0.123 1.327 0.907
25 C 1.754 6.996 -1.035
26 C -1.423 -4.768 1.964
27 C 0.949 5.731 -1.044
28 C 0.039 -2.098 -0.758
29 H 2.162 7.192 -2.026
30 H 2.575 6.926 -0.326
31 H -1.343 -3.953 2.665
32 H 2.628 1.469 -1.584
33 H -1.682 -7.735 -0.456
34 H 0.716 -2.824 -0.293
35 H -1.053 -0.549 2.016
36 H -0.168 -2.088 1.928
37 H -2.658 -2.466 1.925
38 H 1.127 7.843 -0.762
39 H 3.208 3.148 -1.351
40 H 2.155 4.736 0.419
41 H -2.802 -1.411 0.512
42 H 0.454 0.946 1.875
43 H -1.033 -6.205 3.484
44 H -1.127 2.471 -1.107
45 H -1.959 -2.056 -1.581
46 H -1.777 4.366 -2.504
47 H -0.460 6.446 -2.493
48 H -1.167 -8.143 1.948
49 H 0.505 -1.694 -1.658
50 H -1.119 -3.600 -1.776
51 H 4.273 1.774 -0.949
52 H -0.913 1.668 0.978

Properties
Orbital gap = 8.7 eV
Highest occupied orbital energy = -8.1 eV
Calculated total energy = -45295.0248 eV
Structure (SMILES) = Cc1cccc(N(CC(=O)N2CCN(c3ccccc3F)CC2)S(C)(=O)=O)c1
Multiplicity = 1


Entry 4:
ORCA calculation (ωB97M-V with the def2-TZVPD basis set) on one molecule with the formula C20H24FNO4S.

Atoms and positions in Å:
1 S 2.453 4.580 2.079
2 F 0.323 3.568 3.565
3 O 2.405 4.852 0.630
4 O -0.332 6.416 1.689
5 O 2.984 3.258 2.525
6 O -1.786 4.869 2.754
7 N -0.003 3.274 -0.146
8 C 1.995 -0.906 1.953
9 C 4.567 5.161 3.872
10 C 2.595 0.016 1.095
11 C 2.024 1.272 0.888
12 C 0.731 1.525 1.356
13 C 0.384 2.524 -1.324
14 C -0.587 5.292 2.202
15 C 0.745 -0.584 2.518
16 C 3.928 5.569 2.709
17 C 4.638 6.235 1.715
18 C 0.067 0.551 2.099
19 C -0.735 4.496 -0.528
20 C -3.079 5.369 2.293
21 C 0.157 2.880 1.135
22 C 2.702 -2.186 2.321
23 C 0.413 4.092 2.258
24 C 5.918 5.436 4.055
25 C -3.836 4.153 1.743
26 C 6.013 6.427 1.864
27 C 6.671 6.052 3.042
28 H -0.197 5.395 -0.191
29 H 2.836 -2.782 1.421
30 H 3.671 -2.049 2.811
31 H 6.585 6.848 1.029
32 H 3.538 -0.183 0.593
33 H 2.046 -2.751 2.982
34 H 2.531 2.019 0.310
35 H -0.749 4.581 -1.617
36 H 0.314 -1.299 3.247
37 H -0.991 0.722 2.344
38 H 4.035 4.593 4.613
39 H -0.266 2.878 -2.149
40 H -3.518 3.220 2.274
41 H 0.178 1.459 -1.142
42 H 1.429 2.717 -1.601
43 H 4.105 6.527 0.824
44 H -3.565 5.798 3.173
45 H 7.747 6.212 3.160
46 H -1.736 4.356 -0.129
47 H -4.925 4.265 1.887
48 H 6.412 5.135 4.976
49 H -0.611 3.103 1.986
50 H -3.679 4.070 0.638
51 H -2.860 6.143 1.516

Properties
Orbital gap = 7.6 eV
Highest occupied orbital energy = -7.6 eV
Calculated total energy = -44356.0729 eV
Structure (SMILES) = CCOC(=O)[C@@](F)([C@H](c1ccc(C)cc1)N(C)C)S(=O)(=O)c1ccccc1
Multiplicity = 1


Entry 5:
ORCA calculation (ωB97M-V with the def2-TZVPD basis set) on one molecule with the formula C20H24N2O.

Atoms and positions in Å:
1 O 0.238 -0.532 -3.101
2 N 1.078 1.085 0.175
3 N -2.254 -1.764 -2.153
4 C 0.498 2.788 1.712
5 C 1.999 2.153 0.148
6 C -0.214 3.387 2.775
7 C 2.356 -3.001 1.496
8 C -1.761 1.527 2.763
9 C 0.121 1.473 1.187
10 C 2.895 -3.856 0.523
11 C -0.226 -0.328 -1.725
12 C -4.536 -1.207 -1.607
13 C 2.379 4.437 1.254
14 C 1.138 -0.082 -0.833
15 C -1.311 2.764 3.327
16 C 1.764 -1.831 1.075
17 C 2.335 -2.246 -1.171
18 C 1.691 3.140 1.057
19 C -3.262 -0.762 -2.368
20 C -0.943 -1.659 -1.423
21 C 1.760 -1.385 -0.273
22 C 2.844 -3.480 -0.883
23 C -1.051 0.855 1.738
24 H 1.801 5.029 1.925
25 H -1.522 -0.083 1.497
26 H -3.506 -0.665 -3.409
27 H -5.020 -2.153 -1.978
28 H -3.049 0.296 -1.950
29 H 2.380 -3.330 2.512
30 H -1.139 -1.694 -0.366
31 H 0.140 4.389 3.077
32 H -2.611 1.193 3.379
33 H 2.830 2.089 -0.633
34 H 3.282 -4.120 -1.638
35 H 1.329 -1.265 1.911
36 H 2.238 -2.063 -2.271
37 H 3.586 -4.602 0.918
38 H 3.319 4.390 1.723
39 H -5.388 -0.461 -1.465
40 H -4.246 -1.587 -0.536
41 H -0.456 -0.738 -3.772
42 H -1.859 3.189 4.098
43 H 2.448 4.949 0.309
44 H 1.774 0.333 -1.603
45 H -2.735 -2.709 -2.085
46 H -0.878 0.545 -1.661
47 H -0.255 -2.407 -1.676

Properties
Orbital gap = 8.4 eV
Highest occupied orbital energy = -7.6 eV
Calculated total energy = -26154.4304 eV
Structure (SMILES) = CCNC[C@H](O)[C@H](c1ccccc1)n1cc(C)c2ccccc21
Multiplicity = 1


Entry 6:
ORCA calculation (ωB97M-V with the def2-TZVPD basis set) on one molecule with the formula C20H24N2O2.

Atoms and positions in Å:
1 O -0.364 1.394 -1.798
2 O 0.070 2.697 -0.029
3 N 4.184 -0.975 -2.700
4 N -0.540 -0.393 1.557
5 C 2.940 -0.813 -3.112
6 C 0.174 1.541 -0.709
7 C -0.903 3.609 -0.624
8 C -1.701 -3.461 -2.227
9 C -2.113 -0.625 3.356
10 C 2.293 0.205 -1.021
11 C 1.975 -0.134 -2.342
12 C 3.652 0.144 -0.655
13 C 0.223 -2.788 -0.945
14 C -0.390 -1.593 -0.584
15 C -1.804 -1.014 1.896
16 C -0.415 -3.699 -1.769
17 C -2.357 -2.309 -1.828
18 C 0.046 0.313 2.650
19 C 0.257 -0.603 0.401
20 C -1.011 0.368 3.764
21 C 1.100 0.539 -0.065
22 C 4.536 -0.532 -1.501
23 C -1.699 -1.372 -1.032
24 C -1.214 4.727 0.328
25 H -2.202 -4.191 -2.812
26 H -2.600 -0.638 1.236
27 H 1.285 -0.916 0.723
28 H -1.697 4.375 1.236
29 H 4.061 0.559 0.247
30 H 1.579 1.075 0.759
31 H 5.573 -0.710 -1.218
32 H -0.527 4.004 -1.564
33 H 0.954 -0.178 3.037
34 H -0.587 0.079 4.719
35 H 1.207 -3.008 -0.544
36 H -1.814 3.032 -0.824
37 H -3.116 -0.197 3.432
38 H 2.631 -1.202 -4.099
39 H -3.378 -2.110 -2.157
40 H 1.005 0.082 -2.758
41 H 0.112 -4.609 -2.058
42 H -2.081 -1.520 3.982
43 H -1.406 1.372 3.843
44 H -1.906 5.434 -0.144
45 H -2.238 -0.473 -0.758
46 H -1.834 -2.110 1.762
47 H 0.365 1.307 2.328
48 H -0.328 5.312 0.623

Properties
Orbital gap = 8.5 eV
Highest occupied orbital energy = -7.8 eV
Calculated total energy = -28203.0139 eV
Structure (SMILES) = CCOC(=O)[C@H](c1ccncc1)[C@H](c1ccccc1)N1CCCC1
Multiplicity = 1


Entry 7:
ORCA calculation (ωB97M-V with the def2-TZVPD basis set) on one molecule with the formula C20H24N2O2S.

Atoms and positions in Å:
1 S -3.999 -2.279 -1.308
2 O 1.871 -0.894 1.673
3 O 2.486 1.670 -2.079
4 N -3.170 -1.092 1.475
5 N 2.463 -0.543 -0.483
6 C 2.779 3.711 -0.772
7 C 3.964 3.567 1.310
8 C 2.928 2.344 -0.968
9 C -2.914 -0.479 2.760
10 C 3.598 1.576 -0.003
11 C 3.730 0.080 -0.174
12 C 1.579 -0.872 0.491
13 C -2.392 -1.809 -0.733
14 C 0.214 -1.220 -0.003
15 C 1.464 2.229 -2.879
16 C -4.698 -2.639 0.326
17 C 4.104 2.202 1.123
18 C -0.048 -1.670 -1.294
19 C -0.827 -1.071 0.900
20 C -2.536 -1.503 3.831
21 C -4.552 -1.405 1.196
22 C -2.165 -1.321 0.568
23 C 3.298 4.316 0.360
24 C -1.349 -1.977 -1.632
25 C 0.116 2.254 -2.164
26 H 0.743 -1.832 -2.010
27 H 0.170 2.870 -1.270
28 H -0.644 2.658 -2.827
29 H 1.415 1.570 -3.751
30 H -2.375 -1.004 4.782
31 H -4.162 -3.489 0.750
32 H 2.107 -0.334 -1.403
33 H -0.550 -0.748 1.890
34 H 4.097 -0.362 0.754
35 H -2.124 0.268 2.658
36 H -3.822 0.051 3.062
37 H -5.050 -0.559 0.699
38 H -0.174 1.247 -1.869
39 H 1.739 3.231 -3.227
40 H 2.263 4.319 -1.499
41 H -5.745 -2.895 0.179
42 H 3.173 5.381 0.494
43 H -5.058 -1.584 2.150
44 H 4.427 -0.145 -0.988
45 H 4.607 1.605 1.869
46 H -3.330 -2.236 3.952
47 H -1.625 -2.026 3.553
48 H 4.364 4.037 2.195
49 H -1.584 -2.361 -2.614

Properties
Orbital gap = 8.1 eV
Highest occupied orbital energy = -7.5 eV
Calculated total energy = -39040.6862 eV
Structure (SMILES) = CCOc1ccccc1CNC(=O)c1ccc2c(c1)N(CC)CCS2
Multiplicity = 1


Entry 8:
ORCA calculation (ωB97M-V with the def2-TZVPD basis set) on one molecule with the formula C20H24N2O3.

Atoms and positions in Å:
1 O 0.078 1.070 1.684
2 O 4.975 1.047 0.489
3 O 5.894 -1.110 -0.419
4 N -3.033 0.852 0.280
5 N -0.277 -2.722 0.107
6 C 0.012 0.030 1.051
7 C 6.121 1.510 0.658
8 C -2.207 1.770 -0.349
9 C 3.487 -2.124 -0.550
10 C 3.516 -0.883 0.129
11 C -1.345 -2.058 0.284
12 C -2.457 -0.142 1.207
13 C -5.572 -1.534 -0.588
14 C -3.086 3.093 -0.452
15 C 2.109 -2.877 -0.422
16 C -2.573 -2.865 0.373
17 C 1.064 -0.728 0.636
18 C 4.991 -0.325 -0.008
19 C -2.671 4.282 -0.165
20 C -4.912 -0.433 -0.231
21 C -1.252 -0.677 0.910
22 C -3.625 0.253 -0.767
23 C 6.543 2.170 -0.717
24 C 1.068 -2.287 0.032
25 C 2.401 -0.243 0.401
26 H -1.792 1.728 -1.208
27 H -3.003 -0.679 -1.228
28 H -5.144 -2.032 -1.558
29 H 2.542 0.933 0.641
30 H -3.377 -2.445 0.773
31 H -1.647 4.624 -0.039
32 H 5.742 2.937 -1.039
33 H 7.454 2.870 -0.766
34 H 2.046 -3.820 -1.056
35 H -3.195 5.295 -0.700
36 H 6.083 2.221 1.348
37 H -2.793 -3.198 -0.548
38 H -5.456 0.053 0.592
39 H -3.309 -0.754 1.744
40 H -6.431 -2.042 -0.253
41 H 4.297 -2.548 -0.816
42 H -2.578 -3.667 1.293
43 H -0.299 -3.623 -0.077
44 H -4.148 0.947 -1.592
45 H -1.543 2.386 0.578
46 H 6.957 0.689 0.773
47 H -3.990 2.969 -0.897
48 H -2.242 0.660 2.152
49 H 6.572 1.428 -1.691

Properties
Orbital gap = 7.4 eV
Highest occupied orbital energy = -8.0 eV
Calculated total energy = -30238.0731 eV
Structure (SMILES) = C=CCN(CC=C)Cc1c(C)[nH]c2ccc(C(=O)OCC)cc2c1=O
Multiplicity = 1


Entry 9:
ORCA calculation (ωB97M-V with the def2-TZVPD basis set) on one molecule with the formula C20H24N2O4.

Atoms and positions in Å:
1 O 4.455 -0.885 -0.408
2 O -1.737 1.112 0.918
3 O -3.343 1.069 -1.196
4 O -6.726 1.090 0.542
5 N -4.664 1.772 1.158
6 N 2.438 1.190 0.175
7 C 1.013 1.378 -1.522
8 C -4.852 -0.295 -0.002
9 C -3.705 -0.192 -0.800
10 C -3.558 -2.593 -0.847
11 C 3.515 1.544 -2.076
12 C -3.054 -1.352 -1.201
13 C 2.562 -2.020 0.455
14 C -5.523 0.923 0.560
15 C 4.253 -0.390 0.904
16 C -1.163 1.209 -0.157
17 C 0.266 1.231 -0.318
18 C -5.363 -1.544 0.312
19 C 1.197 1.127 0.718
20 C -1.986 1.328 -1.444
21 C 0.890 1.014 2.165
22 C 3.593 -1.984 -0.671
23 C 2.334 1.358 -1.192
24 C 3.349 -1.407 1.611
25 C 3.692 1.056 0.865
26 C -4.721 -2.696 -0.107
27 H 0.057 1.675 2.398
28 H 4.193 -2.903 -0.685
29 H 0.619 1.502 -2.510
30 H 3.591 1.411 1.892
31 H 4.009 2.494 -1.865
32 H -5.021 2.625 1.553
33 H 2.720 -0.951 2.368
34 H -3.665 1.613 1.134
35 H 3.185 1.557 -3.111
36 H 4.238 0.742 -1.943
37 H -5.118 -3.666 0.151
38 H -6.263 -1.595 0.906
39 H -3.036 -3.483 -1.167
40 H 2.224 -3.032 0.666
41 H 1.740 1.276 2.792
42 H 4.430 1.680 0.356
43 H 1.697 -1.406 0.205
44 H 3.968 -2.171 2.085
45 H 5.235 -0.321 1.392
46 H 3.144 -1.841 -1.658
47 H -2.153 -1.305 -1.794
48 H -1.574 0.685 -2.229
49 H 0.561 0.004 2.413
50 H -1.945 2.365 -1.791

Properties
Orbital gap = 8.9 eV
Highest occupied orbital energy = -8.5 eV
Calculated total energy = -32300.2743 eV
Structure (SMILES) = Cc1cc(C(=O)COc2ccccc2C(N)=O)c(C)n1C[C@H]1CCCO1
Multiplicity = 1


Number 1: lowest unoccupied orbital energy 0.479 eV. Number 2: lowest unoccupied orbital energy 2.636 eV. Number 3: lowest unoccupied orbital energy 0.562 eV. Number 4: lowest unoccupied orbital energy -0.072 eV. Number 5: lowest unoccupied orbital energy 0.819 eV. Number 6: lowest unoccupied orbital energy 0.693 eV. Number 7: lowest unoccupied orbital energy 0.684 eV. Number 8: lowest unoccupied orbital energy -0.653 eV. Number 9: lowest unoccupied orbital energy 0.477 eV.